272
Properties=species:S:1:pos:R:3:forces:R:3:lowdin_charge:R:1 method="wB97M-V/def2-TZVPD" total_charge=0 lumo_energy_ha=-0.0052 de_lowest_kcal_mol=7.3 total_energy_ev=-157698.52301
C 1.786860 3.259643 -1.818997 -1.2196 -0.9410 -0.5782 -0.6310
O 2.693086 3.178451 -2.622353 0.2317 -0.3060 0.2221 0.0269
N 1.357740 4.490072 -1.340616 0.2051 -0.6180 0.2909 0.1631
N 1.007749 2.142012 -1.399005 1.0254 2.2864 -0.0791 0.1734
H 1.575918 5.315334 -1.875025 0.3702 -0.1856 -0.1018 0.1016
H 0.432956 4.496717 -0.982237 -0.5788 0.0689 0.2972 0.0229
H 0.375099 2.214455 -0.607152 0.0607 0.0478 -0.2622 0.0443
H 1.230825 1.248914 -1.766567 0.4627 -0.4215 -0.2544 0.0636
C -1.745944 6.752265 3.045170 -1.3507 1.5879 -1.2351 -0.5745
O -0.789390 7.026417 2.293155 -0.5728 -0.6521 0.8028 -0.0484
N -1.650191 5.960945 4.147759 0.2284 0.5148 -0.6669 0.1806
N -3.005085 7.324995 2.774987 2.2856 -0.9950 0.8886 0.1827
H -2.476104 5.772236 4.669981 -0.2415 -0.0806 0.2543 0.0882
H -0.848453 5.347695 4.276819 -0.2279 -0.1211 0.2214 0.0679
H -3.782204 7.041837 3.336249 -0.4649 0.1183 -0.3007 0.0769
H -3.112022 7.883112 1.938406 -0.1482 -0.2566 0.2304 0.0991
C -5.424029 6.672491 0.654980 1.3949 0.9060 0.7311 -0.5839
O -5.546601 7.888450 0.468380 0.0416 -1.5950 -0.0500 -0.0076
N -4.505463 5.865508 -0.064276 -2.3593 0.5187 2.0319 0.1693
N -5.986007 6.091095 1.840571 1.1490 0.2143 -1.9410 0.1306
H -4.040607 6.151942 -0.908107 -0.3781 0.1698 -0.2402 0.0515
H -4.612414 4.881634 0.104525 0.2735 -0.2626 -0.0634 0.0575
H -6.081378 5.095472 1.881192 -0.0230 -0.2513 0.1197 0.0424
H -6.588547 6.672582 2.386834 -0.3168 0.1598 -0.2551 0.0852
C 1.830382 -1.106442 4.584444 -1.4935 -0.0522 0.1839 -0.5834
O 1.815243 0.133832 4.586029 0.3096 -0.6572 0.1874 -0.0373
N 2.984970 -1.825431 4.323563 -2.2871 0.2968 0.4573 0.1797
N 0.618456 -1.792818 4.798432 2.3375 -0.4176 -0.4222 0.1730
H 3.790947 -1.261603 4.196959 0.5886 0.0127 -0.1991 0.0920
H 2.920890 -2.828023 4.197843 0.2171 0.1019 0.0514 0.0560
H 0.697330 -2.794348 4.907917 0.1278 -0.0850 -0.0858 0.0643
H -0.202575 -1.400124 5.252983 0.4466 0.2702 -0.2073 0.0428
C 1.586758 8.761027 0.650450 0.3494 1.3136 -1.2053 -0.5588
O 2.637297 9.329788 0.318523 -1.5341 -1.0490 0.9085 -0.0120
N 1.392531 7.351986 0.329637 -0.3180 3.0027 0.8714 0.1426
N 0.485430 9.515750 1.178155 2.2274 -2.5233 -1.6678 0.1509
H 2.308902 6.947081 0.431803 0.0087 -0.5383 0.0102 0.0686
H 0.674488 6.997977 0.944641 0.0850 -0.6567 0.1416 0.0196
H -0.233294 8.923595 1.543401 -0.5105 0.3230 0.6836 0.0381
H 0.754889 10.415793 1.526552 -0.2334 0.0067 0.2233 0.0906
C 0.929765 3.609659 3.593716 -0.1683 0.4297 1.4064 -0.5294
O -0.116849 3.402657 4.301079 1.4455 0.1117 -1.5497 -0.0785
N 2.004339 2.717832 3.568956 -2.0162 1.2918 -0.0140 0.2006
N 1.084562 4.860457 2.988137 1.2664 -2.8043 0.2435 0.1741
H 2.756495 2.804445 2.904028 0.0208 0.2758 -0.1231 0.0463
H 1.921795 1.813254 4.038341 -0.2690 0.3133 -0.0932 0.0489
H 0.328387 5.496478 2.895807 -0.3748 0.3793 -0.3180 0.0194
H 1.937280 4.993572 2.439895 -0.2230 0.3647 0.1225 0.0614
C -4.418664 3.210020 3.045429 -0.1024 0.7366 -0.0317 -0.6014
O -4.584939 3.402971 1.844827 0.1310 -0.5390 0.6069 0.0051
N -3.155571 3.247655 3.656278 -1.0872 -0.0573 0.0349 0.1595
N -5.502989 3.014084 3.889899 1.5019 0.3727 -0.5272 0.1707
H -2.405913 3.696857 3.145196 -0.3188 -0.1765 -0.1768 0.0409
H -3.160900 3.604715 4.595638 -0.0238 -0.2065 0.3362 0.0886
H -6.376736 2.871844 3.438873 -0.4822 -0.1668 -0.1330 0.0967
H -5.391424 2.771406 4.852274 -0.0164 -0.2569 0.1569 0.0838
C -2.331025 -0.094917 5.230026 2.7478 -1.1143 -0.1925 -0.5424
O -1.955220 -1.271478 5.485476 -0.8154 1.1654 -0.0417 -0.0760
N -1.514022 0.665564 4.414213 -1.5540 -1.2847 1.5554 0.2157
N -3.493230 0.322262 5.880059 0.6037 0.7988 -0.2826 0.1528
H -1.822417 1.543643 4.078133 -0.1051 0.9489 0.0700 0.0167
H -0.510719 0.442042 4.367710 -0.6269 -0.0044 -0.2562 0.0907
H -3.553476 -0.307231 6.662981 -0.4680 -0.4903 0.0468 0.1011
H -3.423202 1.242807 6.292617 0.0575 0.3651 -0.4592 0.0890
C -3.032668 -3.601232 2.901364 -0.1368 0.3341 -1.1540 -0.5844
O -3.713071 -4.317848 2.153285 0.3561 0.1294 1.2119 -0.0064
N -1.943601 -2.908103 2.266437 -1.0614 0.0540 1.7031 0.1391
N -3.242212 -3.414438 4.248376 0.7757 -0.7488 -2.1307 0.1916
H -1.646370 -2.091164 2.795989 0.1206 0.0131 -0.0714 0.0711
H -2.205762 -2.657902 1.319375 0.0092 -0.0396 0.0003 0.0733
H -3.898276 -4.052704 4.665208 -0.1625 0.3381 0.1073 0.0965
H -2.756049 -2.676666 4.738065 0.0693 -0.1662 0.3300 0.0437
C 0.958624 -5.310844 3.710207 0.5184 -1.3063 1.4582 -0.5833
O 1.773044 -4.506546 4.173499 -0.1296 0.2618 -0.4050 -0.0372
N 1.172683 -6.699342 4.061150 -1.6009 2.0052 -1.2617 0.1502
N -0.172398 -4.985784 3.050010 1.1983 -1.4589 0.6231 0.2005
H 0.732390 -7.398999 3.484549 0.0684 -0.0063 -0.0079 0.0510
H 2.078392 -6.891268 4.416483 0.6267 -0.0309 0.0831 0.0743
H -0.457148 -4.038200 2.864501 0.0008 0.1554 -0.1625 0.0479
H -0.711706 -5.778635 2.724368 -0.2722 0.1171 -0.2217 0.0655
C -4.083796 -7.172608 -6.217074 0.8678 1.3083 -0.0627 -0.0931
O -3.572014 -5.835288 -6.187670 -0.2056 0.5550 -0.0587 -0.2188
C -4.556327 -4.836708 -5.876619 0.2130 -0.0597 -0.3416 -0.2128
C -4.278912 -3.555522 -6.680377 0.0420 -0.6236 -0.4624 -0.2083
N -3.078016 -2.800304 -6.356982 -0.6396 0.0228 -0.1566 -0.0507
C -3.240833 -1.859970 -5.275306 0.2621 0.4186 0.8135 -0.2109
C -2.012511 -1.001760 -4.971330 0.0159 -0.2621 -0.7030 -0.2256
O -2.348001 -0.205862 -3.879861 -0.6138 0.0931 0.4554 -0.2011
C -1.321243 0.592292 -3.390158 0.5185 0.6516 -0.1520 -0.1253
H -4.403461 -7.411525 -5.199732 -0.2350 -0.5601 -0.2822 0.0904
H -3.248523 -7.776958 -6.575329 -0.1330 -0.1901 0.3947 0.0876
H -4.851576 -7.209849 -6.981854 -0.5770 -0.3169 0.1588 0.0807
H -4.579845 -4.649245 -4.800125 0.1115 0.0159 0.1342 0.1163
H -5.550543 -5.192510 -6.163637 -0.0581 -0.0868 -0.0461 0.1122
H -5.181684 -2.942370 -6.702584 0.1578 0.3264 0.4631 0.1181
H -4.183490 -3.861542 -7.720023 0.0780 -0.2772 -0.2018 0.1126
H -2.313698 -3.463546 -6.312723 0.1670 0.3285 0.4863 0.1114
H -3.570750 -2.234034 -4.302319 0.0641 -0.7472 0.1750 0.1076
H -4.045177 -1.149669 -5.504505 0.1303 -0.1007 -0.4461 0.1271
H -1.821396 -0.398069 -5.861237 0.3195 0.1865 -0.0890 0.1275
H -1.093734 -1.551593 -4.716392 -0.1704 -0.3495 -0.2549 0.1062
H -1.002434 1.373870 -4.100261 -0.2956 -0.0173 0.1070 0.0998
H -0.407252 0.051047 -3.154075 0.1627 -0.5445 0.0171 0.0625
H -1.661390 1.038427 -2.464253 -0.1360 0.2702 0.1057 0.0771
C 9.433425 -6.709755 -6.933346 -0.0695 0.3022 -0.1929 -0.1042
O 8.646679 -5.837389 -6.151350 -0.0736 0.1631 0.0129 -0.1840
C 7.285877 -6.162981 -5.983149 -0.5169 -0.2972 0.4020 -0.2360
C 6.503330 -4.868008 -5.874363 -0.4795 0.5956 -0.2343 -0.2057
N 5.045597 -5.031954 -5.816062 -0.2181 0.0466 0.0108 -0.0469
C 4.439219 -5.167572 -4.477439 0.9154 -0.3006 -0.8009 -0.1972
C 2.952731 -5.057956 -4.492590 0.4396 -1.2512 0.0886 -0.2851
O 2.556030 -3.860511 -4.992520 -0.0137 1.9460 -0.5406 -0.1572
C 1.193940 -3.764049 -5.246681 -0.7803 0.2858 -0.3518 -0.1079
H 9.871429 -6.178376 -7.780755 0.0646 0.2890 0.0983 0.0823
H 8.836688 -7.495196 -7.387230 -0.0598 -0.4104 0.2343 0.0782
H 10.245886 -7.091370 -6.321844 0.0278 -0.3618 0.0084 0.0824
H 7.084793 -6.704696 -5.048574 0.4378 -0.2417 0.0760 0.1182
H 6.916291 -6.827067 -6.776811 0.0009 0.4111 -0.1505 0.1196
H 6.747331 -4.243794 -6.737152 -0.0651 -0.1005 -0.0894 0.1218
H 6.858688 -4.297428 -5.008085 0.1894 -0.1090 0.1389 0.1079
H 4.603210 -4.273140 -6.326029 0.0400 -0.1302 0.2860 0.1042
H 4.850932 -4.450383 -3.748826 0.0562 -0.2494 -0.1287 0.1000
H 4.582046 -6.212164 -4.183459 0.4971 0.1937 0.5292 0.1244
H 2.642165 -5.221806 -3.460188 -0.4851 -0.0095 0.2772 0.1123
H 2.572388 -5.860033 -5.120059 -0.3182 -0.4192 -0.0940 0.1289
H 0.963071 -2.764700 -5.636357 0.2592 -0.2342 0.0184 0.0928
H 0.597372 -3.902864 -4.350751 -0.1377 -0.0933 0.4479 0.0680
H 0.846181 -4.513250 -5.968148 0.1489 -0.0271 -0.1039 0.0966
C -1.106465 -11.884584 1.094324 -0.2175 0.6981 -0.4155 -0.1068
O -0.940629 -10.511598 1.408113 0.5934 0.0717 -0.0602 -0.2079
C -2.125914 -9.861488 1.839577 0.5416 -1.1230 -0.2870 -0.2269
C -1.772398 -8.575815 2.546633 0.1590 -0.8503 -0.0319 -0.1988
N -1.186466 -7.564194 1.706958 -0.1794 1.0408 0.1689 -0.0695
C -2.118441 -6.854702 0.824089 -0.2521 -0.9225 0.1385 -0.1836
C -1.411425 -5.792782 0.033129 -0.9834 0.9707 0.1065 -0.2409
O -0.548800 -6.238972 -0.964577 0.4325 -0.2722 -0.7703 -0.1577
C 0.740117 -6.594540 -0.568336 1.0019 0.0004 0.2123 -0.1111
H -1.808140 -12.027186 0.263907 -0.0400 0.1241 -0.1048 0.0842
H -1.548042 -12.400230 1.950591 0.4306 -0.3372 0.1037 0.0832
H -0.128097 -12.245439 0.752328 -0.3194 -0.1458 0.5014 0.0934
H -2.632119 -10.575895 2.501061 -0.3450 0.3431 0.1589 0.1209
H -2.731358 -9.688735 0.953815 -0.4839 0.1452 -0.0748 0.1158
H -1.045522 -8.813845 3.333116 -0.3248 -0.0620 0.1262 0.1152
H -2.714355 -8.255814 2.991944 0.1754 0.5851 0.1769 0.1275
H -0.406742 -7.904294 1.158213 -0.2127 -0.3712 0.2591 0.0820
H -2.919591 -6.368139 1.385804 0.2877 0.1064 0.3629 0.1010
H -2.659722 -7.583696 0.189920 0.3143 0.3709 -0.3339 0.1224
H -0.918761 -5.048215 0.666578 0.1288 -0.2524 0.1599 0.0986
H -2.203994 -5.222789 -0.457927 0.0300 -0.0100 -0.2618 0.1272
H 0.805666 -7.608122 -0.138383 0.1032 0.1109 -0.4856 0.0849
H 1.218012 -5.931305 0.151671 -0.5689 0.4148 0.6017 0.0725
H 1.438747 -6.469319 -1.399792 -0.3812 -0.5574 -0.3968 0.0814
C -4.421069 12.268845 -4.980541 -0.3131 0.1743 -0.4557 -0.1248
O -3.708424 11.104898 -4.632584 -0.0970 0.0278 0.0515 -0.1800
C -2.536987 11.363821 -3.889573 0.3756 -0.3690 -0.3388 -0.2389
C -1.700773 10.121569 -3.720184 -0.3157 -1.2690 0.4848 -0.2130
N -2.248350 9.142559 -2.774945 -0.1388 0.1611 0.4889 -0.0590
C -1.287042 8.094101 -2.474598 -0.7860 -0.4437 0.0598 -0.2077
C -1.855817 6.995311 -1.580208 0.4575 1.0599 0.9407 -0.2280
O -2.699224 6.038681 -2.161243 0.0966 0.3232 -0.1529 -0.2089
C -2.062481 5.080034 -2.945070 1.1034 -0.4037 -0.5881 -0.0970
H -3.955427 12.842281 -5.790327 0.4488 -0.0825 0.0579 0.0825
H -4.556102 12.960629 -4.142799 -0.0832 -0.1936 0.1455 0.0863
H -5.393400 11.978489 -5.395559 0.1262 -0.1274 0.4169 0.0877
H -2.763805 11.761016 -2.894529 -0.1238 0.1069 -0.0456 0.1293
H -1.876873 12.051030 -4.422393 -0.1750 0.4737 -0.1284 0.1195
H -0.759178 10.450909 -3.281829 0.1893 0.0347 -0.0610 0.1196
H -1.468629 9.573404 -4.651557 -0.0405 0.7110 -0.2313 0.1253
H -3.140282 8.740997 -3.060146 0.2875 0.2507 -0.1971 0.1223
H -0.455339 8.502733 -1.893128 0.1081 0.1485 -0.3402 0.1155
H -0.923803 7.612224 -3.394440 0.4087 0.0749 -0.0249 0.1161
H -2.444455 7.443955 -0.784003 -0.1968 0.3680 0.0081 0.1135
H -1.003430 6.587316 -1.030309 0.1058 -0.6948 -0.2406 0.0921
H -1.854318 4.155594 -2.407382 -0.8049 -0.4420 0.1247 0.0803
H -1.040296 5.317878 -3.248238 0.0413 0.8042 -0.0437 0.0820
H -2.613832 4.978556 -3.870402 -0.2698 -0.5722 -0.0251 0.0962
C 6.428490 4.393970 5.456412 0.5881 -1.1239 0.7638 -0.1349
O 5.268922 4.807988 4.780011 0.7259 0.6166 0.0838 -0.1994
C 5.415424 6.160841 4.284993 -0.8281 -1.1971 -0.8845 -0.1832
C 4.163518 6.387338 3.392733 0.7853 0.7926 0.3723 -0.1811
N 3.866657 5.242384 2.527088 -0.3420 -0.0796 1.0403 -0.0785
C 4.867085 4.861449 1.526993 -0.0784 0.2719 -0.7535 -0.1695
C 4.460441 3.595226 0.778169 -0.7839 1.6308 0.2406 -0.2039
O 4.246105 2.636860 1.781456 0.2654 -0.5830 -0.9746 -0.1930
C 3.839478 1.412748 1.231402 0.4228 -1.3103 -0.2926 -0.1014
H 6.358560 3.357792 5.814728 -0.6981 0.1039 -0.3440 0.0886
H 6.668211 4.930468 6.381385 -0.2577 0.5907 -0.2021 0.0852
H 7.335535 4.357643 4.848805 -0.0554 0.4906 -0.4264 0.0844
H 6.314927 6.218232 3.652062 0.0762 0.1968 0.5765 0.1167
H 5.384470 6.824893 5.147245 0.4537 0.3683 -0.1709 0.1208
H 4.239369 7.304876 2.806618 0.3785 0.0182 -0.1090 0.1154
H 3.386990 6.628017 4.133058 -0.5119 -0.7288 -0.6115 0.1179
H 3.744912 4.537225 3.254887 0.2831 -0.5850 -0.6840 0.0780
H 5.892584 4.722012 1.865318 0.1410 0.1505 0.5146 0.1150
H 4.855015 5.654487 0.777718 0.3209 0.2057 -0.0025 0.1243
H 5.125614 3.311347 -0.037491 0.7212 -0.3152 0.4683 0.1167
H 3.559808 3.847659 0.205935 -0.5760 -0.3213 0.3735 0.1046
H 2.966531 1.476715 0.575723 -0.7692 0.2098 0.7578 0.0791
H 3.836508 0.694262 2.054364 -0.8620 0.0779 -0.0662 0.0949
H 4.512203 0.941906 0.514109 1.0312 0.4905 -0.0448 0.0825
C 7.388583 2.006366 -1.532760 0.4161 0.3901 -0.1073 -0.1206
O 6.841918 0.720181 -1.419571 0.1492 0.5786 0.8609 -0.1927
C 6.903000 0.045641 -2.630342 0.0900 -1.7832 0.1036 -0.2423
C 6.980549 -1.462989 -2.357603 -0.6730 -0.0032 -0.1426 -0.2076
N 5.778088 -1.990545 -1.688625 0.3254 0.1246 -0.9692 -0.0432
C 5.918555 -3.419074 -1.351223 -0.3709 0.3407 -0.0310 -0.1990
C 4.686107 -4.042393 -0.729115 0.1522 0.6911 -0.4343 -0.2545
O 4.770725 -3.778149 0.639070 -0.2532 -0.0855 0.4705 -0.1563
C 3.619651 -4.207208 1.292543 -0.8324 0.0510 1.0441 -0.1166
H 8.453130 1.992595 -1.773581 0.3092 -0.4028 -0.0167 0.0839
H 7.327157 2.507921 -0.570439 -0.4192 0.1198 -0.0547 0.0801
H 6.949398 2.572755 -2.362342 -0.4292 0.1418 0.3326 0.0975
H 7.846865 0.268122 -3.138713 -0.2383 0.3484 -0.3652 0.1211
H 5.998805 0.256807 -3.207564 0.2200 0.1595 -0.3970 0.1334
H 7.882845 -1.689086 -1.772935 0.1232 0.1090 -0.0784 0.1194
H 7.078957 -1.924691 -3.347153 0.0403 -0.2204 0.1423 0.1113
H 5.567235 -1.331735 -0.942755 -0.0544 -0.7998 0.3815 0.1031
H 6.753965 -3.574068 -0.657546 0.0769 -0.2562 -0.0995 0.1244
H 6.071902 -4.019791 -2.254004 0.5050 0.5798 -0.1245 0.0914
H 4.591360 -5.110553 -0.944836 0.4787 -0.3466 0.2416 0.1202
H 3.769347 -3.640665 -1.177893 -0.0405 0.4615 0.0506 0.1111
H 3.298717 -5.198996 0.959318 -0.0116 -0.0280 -0.0327 0.0843
H 2.790038 -3.502674 1.224351 -0.2580 0.0737 -0.7118 0.0707
H 3.731312 -4.228723 2.372339 0.7046 -0.3102 0.1375 0.0734
C -6.994526 -5.069633 4.305720 0.0188 -0.0550 -0.2199 -0.0990
O -6.076600 -4.005115 4.379901 -0.5147 -0.0007 0.0341 -0.1972
C -6.743358 -2.784212 4.388674 -0.6933 1.4892 -1.3398 -0.2569
C -5.790531 -1.634478 4.079310 -0.1963 -0.0891 -0.8911 -0.1984
N -5.431404 -1.537553 2.659078 -0.7610 -0.6135 0.2751 -0.0418
C -4.581635 -0.477380 2.172971 -0.8839 -0.6230 0.8713 -0.2042
C -4.513875 -0.511243 0.694074 -0.1145 1.2711 -1.4583 -0.2402
O -3.472234 -1.304714 0.221549 0.7297 -1.1322 -0.3528 -0.2308
C -3.528564 -1.628115 -1.167952 0.0724 0.2036 0.4499 -0.0581
H -6.389787 -5.973240 4.278207 -0.2868 -0.1912 0.5274 0.0920
H -7.577845 -5.075489 3.378767 0.1012 0.3316 -0.1783 0.0890
H -7.723271 -4.966547 5.120038 0.2234 -0.5929 0.1552 0.0920
H -7.337775 -2.522922 5.263017 0.5754 -0.4802 1.1430 0.1146
H -7.601681 -2.730992 3.672629 0.8122 -0.4331 -0.4206 0.1316
H -4.918917 -1.701361 4.735373 -0.0599 0.1267 0.0736 0.0817
H -6.376243 -0.744674 4.321803 0.2385 0.3401 0.1880 0.1098
H -5.394514 -2.393440 2.118295 0.3020 -0.0669 0.5206 0.1105
H -3.564266 -0.516625 2.568867 0.2280 0.2574 0.2491 0.1002
H -5.084101 0.450548 2.453933 0.3712 0.3270 0.1572 0.1098
H -4.345088 0.508974 0.325223 0.0418 0.2101 0.0101 0.1177
H -5.463496 -0.790257 0.244224 -0.3704 -0.3860 0.1266 0.1313
H -2.531741 -1.901800 -1.523599 -0.0851 -0.2199 0.3903 0.0750
H -3.789507 -0.757438 -1.756291 -0.3630 0.2773 -0.1728 0.0802
H -4.241689 -2.442746 -1.322853 0.0175 0.0323 -0.1696 0.0978
C -1.376220 3.919891 0.776747 -0.1191 0.9757 -0.3248 -0.0842
O -0.931851 2.631859 0.472166 0.3855 0.3269 -0.7018 -0.1966
C -1.540777 1.654579 1.266563 -0.3830 -0.2510 0.9178 -0.1976
C -1.020350 0.270967 0.985076 0.1710 -0.1329 0.0395 -0.1791
N 0.226991 0.004720 1.687093 0.5928 0.1067 -0.4194 -0.0083
C 0.892611 -1.247143 1.362210 0.5344 -1.0516 -0.1060 -0.1836
C 1.047871 -1.716344 -0.115650 -0.3349 1.2299 1.0138 -0.2023
O -0.051632 -2.551864 -0.433017 0.7118 0.3151 -0.7671 -0.1690
C 0.060371 -2.932959 -1.784824 -0.3201 -0.4848 -0.5835 -0.1207
H -2.345486 4.182374 0.341955 -0.3133 -0.5056 0.3661 0.0907
H -0.730852 4.684617 0.345681 0.4207 -0.2465 0.1437 0.0631
H -1.346611 4.085584 1.852146 -0.0370 0.1173 0.0333 0.0578
H -2.628017 1.714463 1.152109 -0.0409 -0.1121 -0.1397 0.1142
H -1.307866 1.902271 2.303555 -0.0051 -0.0611 0.0467 0.0828
H -0.964326 0.120513 -0.093177 0.1064 0.0164 -0.4442 0.1126
H -1.772816 -0.442359 1.302161 0.0435 -0.0077 0.1700 0.0777
H 0.900458 0.746553 1.539145 -0.1361 0.3014 0.0243 0.0859
H 0.409682 -2.050894 1.919853 -0.3063 -0.1795 -0.3010 0.0835
H 1.892009 -1.293849 1.811169 -0.0379 0.6629 -0.0316 0.0989
H 2.017646 -2.162769 -0.319140 0.0990 -0.9087 0.3862 0.0938
H 1.154627 -0.852029 -0.788235 -0.7702 0.2867 -0.0817 0.1074
H 1.029341 -3.375345 -2.025478 0.2737 -0.0641 0.2474 0.0807
H -0.077418 -2.117612 -2.507734 -0.0532 0.2946 0.3198 0.0711
H -0.684938 -3.688655 -2.012824 -0.1966 -0.1114 0.1670 0.0853